Entry 1:
{
  "formula": "H31O15",
  "method": "wB97M-V/def2-TZVPD",
  "de_lowest_kcal_mol": 44.1,
  "homo_ev": -13.1,
  "charge": 1,
  "homo_lumo_gap_ha": 0.3699,
  "elements": ["O", "H", "H", "O", "H", "H", "O", "H", "H", "O", "H", "H", "O", "H", "H", "O", "H", "H", "O", "H", "H", "O", "H", "H", "O", "H", "H", "O", "H", "O", "H", "H", "O", "H", "H", "O", "H", "H", "O", "H", "H", "O", "H", "H", "H", "H"],
  "positions_angstrom": [[0.206, 0.214, 3.926], [0.165, 1.178, 3.972], [0.529, -0.004, 4.809], [-0.765, -0.736, -3.740], [0.182, -0.882, -3.612], [-1.051, -0.348, -2.905], [3.349, 0.473, 1.827], [-2.350, -0.493, 2.097], [3.498, 1.403, 1.616], [-3.653, 0.611, 2.846], [-3.482, 1.520, 3.130], [-4.529, 0.699, 2.447], [-2.075, 1.246, 0.115], [-2.419, 0.899, -0.715], [-2.683, 1.917, 0.440], [-1.640, -0.993, 1.637], [-1.856, -1.372, 0.780], [4.225, 0.160, 2.080], [-3.635, -0.706, -2.107], [-4.020, -0.234, -2.863], [-3.103, -1.327, -2.629], [1.408, -1.435, -1.052], [1.270, -1.474, -0.097], [2.330, -1.149, -1.089], [1.129, 4.073, -1.022], [1.577, 3.428, -0.449], [0.675, 4.708, -0.456], [0.009, -3.953, -0.767], [-0.636, -1.100, 2.022], [0.828, -2.948, -3.889], [0.778, -2.970, -2.924], [-0.101, -2.685, -4.024], [-0.888, 2.850, 2.711], [-0.684, 2.051, 2.215], [-1.372, 3.484, 2.177], [2.936, 2.114, -0.305], [3.343, 2.350, -1.149], [2.350, 1.420, -0.637], [0.677, -1.640, 2.012], [1.032, -1.281, 2.843], [0.577, -2.598, 2.122], [2.386, 0.719, -2.492], [1.581, 0.468, -2.953], [3.112, 0.593, -3.112], [0.235, -3.101, -1.154], [0.392, -4.662, -1.305]],
  "forces_ev_per_a": [[0.1, 0.1, 0.4], [0.0, 0.2, -0.2], [-0.1, -0.2, 0.0], [-0.1, 0.3, 0.4], [0.0, -0.2, -0.2], [-0.1, 0.1, -0.1], [0.2, -0.2, 0.4], [-0.3, 0.5, -0.1], [-0.2, -0.1, -0.3], [-0.1, 0.3, -0.3], [0.4, -0.2, 0.2], [0.0, -0.4, 0.0], [0.3, -0.1, 0.2], [-0.4, 0.2, -0.1], [-0.2, -0.1, -0.4], [0.2, -0.2, 0.9], [-0.1, 0.2, -0.1], [-0.1, -0.1, 0.0], [0.5, 0.1, -0.9], [-0.3, 0.3, 0.5], [0.1, -0.3, 0.5], [-0.1, 0.0, 0.5], [-0.1, 0.0, 0.1], [-0.1, 0.1, -0.5], [-0.3, 0.0, 0.1], [0.0, 0.3, -0.1], [0.2, -0.1, 0.0], [-0.4, -0.2, 0.3], [-0.2, -0.5, -0.8], [-0.9, 0.3, 0.6], [0.8, -0.2, 0.0], [0.3, -0.3, -0.7], [0.0, -0.3, 0.8], [-0.3, 0.4, -0.7], [0.2, -0.2, -0.3], [-0.1, 0.0, -0.2], [0.2, 0.4, 0.2], [0.1, -0.1, 0.3], [-0.4, -0.2, 0.2], [0.3, 0.3, -0.1], [0.2, 0.0, 0.0], [0.2, -0.2, -0.2], [0.1, 0.1, -0.1], [-0.1, 0.0, -0.1], [0.4, -0.2, -0.1], [-0.1, 0.4, 0.1]],
  "nbo_charge": [-0.99, 0.50, 0.49, -0.95, 0.48, 0.47, -0.97, 0.58, 0.50, -0.96, 0.50, 0.49, -0.97, 0.50, 0.48, -0.85, 0.55, 0.47, -0.96, 0.48, 0.48, -0.99, 0.49, 0.51, -0.97, 0.49, 0.46, -0.97, 0.55, -0.93, 0.45, 0.48, -0.97, 0.48, 0.49, -0.97, 0.49, 0.49, -0.92, 0.54, 0.51, -0.97, 0.48, 0.49, 0.47, 0.49]
}


Entry 2:
{
  "formula": "H32O16",
  "method": "wB97M-V/def2-TZVPD",
  "de_lowest_kcal_mol": 114.5,
  "homo_ev": -9.1,
  "homo_lumo_gap_ha": 0.3214,
  "elements": ["O", "H", "H", "O", "H", "H", "O", "H", "H", "O", "H", "H", "O", "H", "H", "O", "H", "H", "O", "H", "H", "O", "H", "H", "O", "H", "H", "O", "H", "H", "O", "H", "H", "O", "H", "H", "O", "H", "H", "O", "H", "H", "O", "H", "H", "O", "H", "H"],
  "positions_angstrom": [[3.297, -0.938, -0.971], [2.474, -1.409, -1.147], [3.773, -1.675, -0.603], [-2.929, 1.975, 0.284], [-3.585, 2.489, -0.167], [-2.714, 1.194, -0.253], [1.249, -2.724, 0.985], [0.997, -2.976, 1.868], [0.861, -1.857, 0.790], [-0.479, 3.067, -1.074], [-1.303, 3.087, -0.587], [-0.470, 2.128, -1.327], [2.341, 1.636, -0.722], [2.487, 2.012, -1.594], [2.752, 0.736, -0.698], [0.071, -0.066, 0.462], [0.545, 0.626, 0.866], [0.062, 0.086, -0.457], [-1.640, -1.255, -3.727], [-1.970, -2.138, -3.498], [-1.306, -0.856, -2.941], [0.974, -2.089, -2.301], [0.884, -1.825, -3.222], [1.418, -2.934, -2.322], [-0.243, -1.308, 3.096], [0.062, -0.998, 2.239], [-0.310, -0.461, 3.531], [-0.516, 0.617, -2.332], [-1.247, 0.906, -2.844], [0.290, 0.862, -2.727], [-2.440, 0.406, 2.461], [-2.560, 1.089, 3.086], [-2.377, 0.936, 1.669], [1.113, 2.667, 1.542], [1.397, 2.607, 0.653], [1.420, 3.506, 1.840], [0.384, 1.249, 3.752], [0.524, 1.818, 3.024], [-0.496, 1.443, 4.073], [2.884, -0.293, 1.750], [2.992, -0.825, 0.953], [3.782, -0.015, 1.913], [-1.310, -2.561, -0.784], [-1.794, -3.144, -1.326], [-0.462, -2.530, -1.251], [-2.949, -0.464, -0.855], [-3.601, -0.574, -0.192], [-2.331, -1.226, -0.913]],
  "forces_ev_per_a": [[-0.2, -0.5, -0.3], [-0.8, 0.4, -0.4], [1.1, -0.3, 0.4], [0.8, 0.4, 0.3], [-0.6, 0.2, -0.4], [-0.2, -0.3, -0.4], [0.6, -0.1, -1.4], [-0.3, 0.3, 0.6], [-0.2, -0.2, 0.4], [0.1, -0.3, -0.4], [-0.3, 0.3, 0.5], [0.3, 0.4, 0.1], [0.0, -0.6, -0.2], [0.2, -0.1, 0.0], [-0.2, 0.9, 0.0], [-0.9, -2.0, 0.8], [1.1, 1.5, 0.8], [-0.1, 0.4, -1.6], [-0.5, -1.2, -1.4], [0.1, 0.6, -0.1], [0.4, 0.0, 1.1], [0.1, 0.2, 0.2], [-0.2, 0.1, -0.2], [0.3, -0.6, 0.0], [0.2, -1.0, -0.2], [-0.2, -0.1, -0.1], [0.1, 0.2, 0.4], [-0.3, -1.1, 1.9], [-0.9, 0.8, -1.0], [1.4, 0.6, -1.1], [0.1, -1.0, -0.4], [-0.5, 1.0, 1.4], [0.0, 0.1, -0.6], [-0.8, -0.4, 1.5], [0.5, -0.3, -1.8], [0.3, 0.9, 0.4], [-0.2, -0.8, 1.9], [0.4, 1.0, -1.6], [-0.2, 0.2, 0.1], [0.0, -0.1, -0.1], [-0.4, 0.0, 0.2], [0.3, 0.4, 0.4], [0.7, 0.7, 0.4], [-1.2, -1.4, -0.7], [0.3, 0.3, 0.3], [0.8, 0.8, -1.6], [-0.7, -0.7, 1.1], [-0.3, 0.2, 0.8]],
  "nbo_charge": [-0.96, 0.50, 0.49, -1.00, 0.48, 0.51, -1.00, 0.50, 0.49, -0.98, 0.48, 0.47, -0.99, 0.47, 0.51, -0.97, 0.50, 0.48, -0.97, 0.47, 0.48, -0.96, 0.50, 0.49, -0.97, 0.46, 0.48, -0.96, 0.51, 0.49, -0.94, 0.44, 0.48, -0.98, 0.51, 0.48, -0.95, 0.49, 0.46, -0.94, 0.46, 0.46, -0.93, 0.46, 0.50, -1.01, 0.49, 0.51]
}


Entry 3:
{
  "formula": "H33O16",
  "method": "wB97M-V/def2-TZVPD",
  "de_lowest_kcal_mol": 101.1,
  "homo_ev": -13.0,
  "charge": 1,
  "homo_lumo_gap_ha": 0.3821,
  "elements": ["O", "H", "H", "O", "H", "H", "O", "H", "H", "O", "H", "H", "O", "H", "H", "O", "H", "H", "O", "H", "H", "O", "H", "H", "O", "H", "O", "H", "H", "O", "H", "H", "O", "H", "H", "O", "H", "H", "O", "H", "H", "O", "H", "H", "O", "H", "H", "H", "H"],
  "positions_angstrom": [[4.119, 1.288, 2.330], [3.219, 1.368, 2.004], [4.641, 1.178, 1.529], [-0.630, -2.733, -0.998], [1.898, 3.330, -3.251], [0.115, -2.203, -0.700], [1.685, 2.468, -2.883], [0.885, 2.255, -3.333], [-1.246, 0.722, 1.570], [4.886, -1.372, -0.328], [4.501, -1.281, -1.198], [3.671, -1.300, 2.497], [0.561, -3.043, 1.537], [-0.013, -3.432, 2.195], [1.364, -2.947, 2.056], [-4.513, 1.980, 0.040], [-4.896, 2.853, -0.069], [1.812, 0.306, -2.186], [-2.666, -3.905, -2.392], [-1.840, -3.696, -1.928], [-2.635, -3.369, -3.188], [-1.451, 1.356, -4.445], [5.727, -1.822, -0.446], [-1.221, 1.224, -5.339], [-2.325, 0.705, 0.848], [-2.948, 1.403, 0.545], [2.695, -0.036, -2.079], [1.144, 5.485, 2.264], [2.904, -0.906, -2.401], [-2.378, 1.109, -2.762], [-1.771, 1.831, -2.617], [-3.268, 1.250, -2.445], [-0.485, 0.972, 2.364], [-5.034, 1.297, -0.387], [-0.015, 0.263, 2.915], [2.883, -1.639, 2.944], [3.167, -2.285, 3.598], [-1.057, 1.276, 3.077], [0.807, 4.617, 2.018], [0.480, 4.831, 1.139], [-2.480, -0.022, 0.215], [-3.298, -1.591, -0.311], [-3.765, -2.245, -0.844], [-2.850, -2.178, 0.265], [0.597, -0.518, 4.200], [0.647, -0.501, 5.158], [-0.716, -3.281, -0.215], [-2.394, 1.429, -4.388], [1.487, -0.492, 3.823]],
  "forces_ev_per_a": [[0.0, -0.3, 0.0], [-0.1, 0.2, -0.1], [0.1, 0.0, -0.1], [0.2, 0.1, 0.4], [0.3, 0.1, 0.1], [0.3, 0.2, -0.4], [0.6, 0.5, 0.5], [-1.2, -0.5, -0.7], [-0.2, 0.2, -0.1], [0.1, -0.1, 0.6], [0.0, 0.2, -0.2], [0.0, 0.0, 0.1], [-0.1, 0.0, 0.3], [-0.6, -0.2, 0.1], [0.6, 0.4, -0.3], [0.7, 0.0, 0.2], [-0.3, -0.1, -0.2], [-0.2, -0.5, -0.6], [-0.2, -0.1, 0.3], [-0.2, 0.1, -0.4], [0.1, 0.0, -0.1], [2.7, 0.8, -3.1], [0.0, 0.0, -0.1], [0.6, 0.0, -1.9], [0.1, -0.3, -0.4], [0.1, 0.1, 0.4], [1.4, 0.6, 1.0], [0.2, 0.0, 0.5], [-1.1, -0.3, -0.6], [-2.6, -1.6, 4.2], [-0.4, 0.4, 0.4], [0.0, 0.6, 0.9], [0.1, -0.5, 0.5], [-0.4, 0.2, 0.0], [-0.1, 0.0, -0.4], [-0.4, 0.0, 0.0], [0.3, 0.1, 0.0], [-0.3, 0.8, 0.2], [-0.1, 0.4, -0.3], [-0.1, -0.4, -0.2], [0.0, -0.3, 0.0], [-1.0, 0.6, -0.5], [-0.1, 0.2, -0.7], [1.0, -0.7, 1.1], [-0.3, 0.1, -0.6], [0.1, 0.2, 0.0], [0.0, -0.4, 0.1], [-0.2, -0.1, -0.5], [0.6, -0.5, 0.3]],
  "nbo_charge": [-0.95, 0.47, 0.48, -0.96, 0.48, 0.49, -0.95, 0.47, 0.53, -0.95, 0.47, 0.52, -0.97, 0.47, 0.50, -0.97, 0.51, 0.50, -0.97, 0.49, 0.47, -0.97, 0.48, 0.46, -0.95, 0.54, -0.97, 0.47, 0.47, -0.94, 0.49, 0.47, -0.83, 0.50, 0.54, -0.99, 0.49, 0.52, -0.94, 0.46, 0.54, -0.97, 0.51, 0.47, -0.99, 0.51, 0.48, 0.49, 0.52]
}


Entry 4:
{
  "formula": "H33O16",
  "method": "wB97M-V/def2-TZVPD",
  "de_lowest_kcal_mol": 29.6,
  "homo_ev": -14.1,
  "charge": 1,
  "homo_lumo_gap_ha": 0.4156,
  "elements": ["O", "H", "H", "O", "H", "H", "O", "H", "H", "O", "H", "H", "O", "H", "H", "O", "H", "H", "O", "H", "H", "O", "H", "H", "O", "H", "O", "H", "H", "O", "H", "H", "O", "H", "H", "O", "H", "H", "O", "H", "H", "O", "H", "H", "O", "H", "H", "H", "H"],
  "positions_angstrom": [[-0.418, 0.020, 2.037], [-1.363, 0.314, 1.937], [-0.628, -0.935, 2.163], [1.750, 2.329, 1.055], [2.391, 1.615, 0.849], [1.199, 1.829, 1.724], [-3.087, 2.254, 0.399], [-3.886, 2.285, 0.909], [-2.984, 1.503, -0.204], [-3.710, -0.196, -0.633], [-4.480, -0.675, -0.981], [-2.883, -0.674, -0.586], [-0.499, 0.451, -0.843], [-0.251, 0.247, 0.090], [0.043, -0.163, -1.366], [2.375, -3.074, -0.318], [2.969, -2.673, -1.011], [2.966, -3.335, 0.377], [3.784, -1.076, -2.231], [3.776, -0.594, -3.063], [4.704, -1.307, -2.026], [-1.479, 2.575, -2.531], [-0.889, 2.799, -3.248], [-1.832, 1.684, -2.633], [-1.493, 4.464, 0.044], [0.958, 2.788, 0.042], [-0.674, -2.828, 1.388], [0.269, -2.684, 1.599], [-0.606, -3.290, 0.547], [0.388, -0.807, -3.005], [-0.208, -1.371, -3.486], [0.953, -1.460, -2.564], [3.494, 0.259, 0.851], [3.374, -0.290, 0.066], [3.028, -0.130, 1.602], [-2.553, -1.427, 2.687], [-2.490, -2.236, 2.140], [-2.868, -1.767, 3.551], [0.383, 2.995, -0.887], [-0.053, 2.112, -1.016], [-0.424, 3.546, -0.545], [-0.094, -3.981, -1.089], [0.853, -3.847, -0.966], [-0.120, -4.873, -0.727], [1.651, 0.287, 3.349], [1.705, 1.163, 3.693], [0.821, -0.157, 3.247], [-1.918, 4.679, -0.819], [-1.941, 3.654, 0.433]],
  "forces_ev_per_a": [[-2.1, -0.3, -0.9], [1.1, 0.0, 0.4], [0.0, 0.4, -0.2], [-1.1, -0.9, 1.5], [0.6, 0.1, -0.4], [0.5, 0.8, -0.7], [1.8, 0.9, 0.0], [-0.6, -0.7, -0.1], [-1.1, -0.1, 0.4], [-0.5, 0.8, 0.0], [0.9, -0.2, 0.1], [-0.2, -0.8, -0.3], [0.4, -0.3, 1.3], [-0.4, 0.1, -0.3], [-0.4, 0.3, -0.5], [0.6, 1.0, -1.4], [-0.8, -0.4, 0.8], [0.5, -0.4, 0.6], [0.1, -0.4, 0.7], [0.2, 0.0, 0.0], [-0.2, 0.3, -0.4], [-0.7, 0.2, 0.4], [0.0, -0.3, -0.4], [0.2, 0.1, -0.4], [-0.1, -0.8, -0.3], [0.0, 0.1, -1.2], [1.0, 0.2, 0.5], [-0.6, -0.2, 0.0], [-0.1, -0.1, -0.8], [0.8, -0.3, 0.5], [-0.7, -0.3, -0.5], [0.2, 0.1, -0.2], [0.0, 0.3, -0.3], [-0.1, -0.1, 0.1], [-0.1, -0.3, 0.2], [-0.7, -1.0, 0.6], [0.1, 0.6, 0.3], [0.2, 0.5, -0.7], [0.1, -0.3, 1.9], [0.2, -0.2, -0.6], [0.5, 0.6, -0.3], [0.0, -0.5, 0.3], [0.5, 0.7, -0.1], [-0.7, -0.4, -0.3], [2.9, -1.2, -0.6], [-0.8, 0.6, 0.7], [-1.0, 1.0, 0.4], [0.0, -0.4, 1.0], [-0.4, 1.1, -0.8]],
  "nbo_charge": [-1.02, 0.52, 0.52, -0.93, 0.52, 0.51, -1.01, 0.50, 0.52, -0.99, 0.51, 0.50, -1.00, 0.50, 0.50, -0.99, 0.51, 0.49, -0.99, 0.50, 0.49, -0.97, 0.49, 0.49, -0.95, 0.51, -0.99, 0.47, 0.50, -0.94, 0.49, 0.48, -0.96, 0.49, 0.50, -0.98, 0.50, 0.49, -0.87, 0.54, 0.52, -0.96, 0.49, 0.48, -1.00, 0.49, 0.51, 0.50, 0.52]
}